C3H7NO | ωB97M-V/def2-TZVPD

Summary:
Total charge: 0
Relative energy (zero: lowest compared OMol25 entry of this formula, charge and spin): 4.799 eV
LUMO (alpha / beta): -0.18 / -0.02 eV
HOMO-LUMO gap (alpha / beta): 8.49 / 8.69 eV
Maximum force: 0.0495 hartree/bohr
HOMO energy (alpha / beta): -0.31860 / -0.31989 hartree

XYZ file:
```
12
C3H7NO (ωB97M-V/def2-TZVPD)
C -0.64 -0.22 1.11
H -0.19 -0.56 2.03
C -0.86 0.14 -1.06
H 0.94 1.74 0.57
O 1.01 -1.26 -0.36
H -1.67 0.10 1.21
H -1.93 0.05 -0.91
H 0.41 -2.01 -0.41
C 0.20 -0.09 -0.08
H -0.58 0.40 -2.07
H 2.14 0.70 0.02
N 1.17 0.99 -0.07
```


C26H50BrCl2NO5P2S2 | ωB97M-V/def2-TZVPD

Summary:
Total charge: 0
LUMO: 0.02 eV
HOMO-LUMO gap: 7.68 eV
Maximum force: 0.0973 hartree/bohr
HOMO energy: -0.28157 hartree

XYZ file:
```
89
C26H50BrCl2NO5P2S2 (ωB97M-V/def2-TZVPD)
H -4.05 1.00 1.32
H -1.21 -4.83 0.51
H 3.95 1.21 2.34
H 3.70 8.34 0.17
H 2.94 -6.26 3.16
H 2.97 7.36 -1.12
C 2.12 2.32 1.63
H 1.86 3.42 1.86
H 3.50 2.76 3.36
H 1.81 -8.21 2.69
P 0.77 -3.26 -1.65
C 1.33 -7.36 3.17
H -0.82 -5.80 -2.18
C -1.50 1.02 -1.14
S 3.83 -2.44 -0.32
N 2.92 1.01 -4.52
H -1.06 3.09 0.31
H 1.97 -4.57 0.23
C 2.67 0.48 -2.02
H 0.31 -7.27 2.79
C -0.17 -4.55 0.86
H 2.33 -7.59 5.07
H 0.77 -8.43 4.97
H 0.53 -1.75 -3.97
C 1.99 -0.04 -4.69
H 0.93 0.58 2.33
H -5.71 3.98 -2.58
H 2.60 -0.49 1.13
H -2.34 -4.96 -1.36
C 0.96 -4.56 -0.29
C -1.55 -0.02 1.29
H -5.10 -0.49 0.70
C 1.26 -0.93 -3.67
H -3.30 5.02 -0.20
H -2.75 3.13 1.01
C 3.28 1.30 -3.17
H -1.76 -2.75 -1.95
C -2.66 4.33 -0.85
H -0.22 -3.58 1.45
H 0.87 -5.59 -0.81
H 2.59 1.18 3.59
O 3.49 6.35 0.59
C 1.63 7.87 0.50
C -2.84 -0.95 0.93
C 3.00 7.53 -0.04
H -4.43 -0.43 2.40
Cl -3.67 5.43 -3.25
C -0.97 -3.48 -2.39
H 2.87 5.63 0.39
H 0.14 -5.37 1.62
H -2.90 -1.20 -0.19
O -0.37 -1.09 -0.55
C 3.12 1.84 2.81
C -0.60 0.22 -0.02
C -2.17 3.04 0.02
H 1.24 8.78 0.04
H -5.11 2.34 -1.89
H -1.98 0.20 -1.79
C 0.96 -1.46 -0.93
H -0.99 -0.62 2.11
H -0.98 -3.25 -3.53
H -2.23 -5.14 -3.18
H -3.09 3.12 -2.78
O -2.58 1.78 -0.57
H -0.78 1.72 -3.61
P 2.20 -1.72 0.52
C -1.59 -4.96 -2.24
H 4.03 2.13 -2.94
H 2.64 2.32 0.61
C -3.53 3.94 -2.13
H 3.00 0.77 -0.95
O 2.03 -6.18 2.82
C -5.05 3.49 -1.78
C 0.73 1.45 1.60
H -5.30 3.85 -0.73
C 1.31 -7.53 4.68
H 0.84 -6.67 5.16
H 0.92 7.05 0.32
H -0.07 2.18 2.01
C -4.21 -0.13 1.31
H 1.69 -2.59 1.53
S -0.49 2.06 -2.29
H 1.66 8.01 1.59
O 0.54 1.06 0.23
Br -2.92 -2.60 2.08
Cl -1.17 5.36 -1.31
H 1.74 -0.28 -5.79
C 1.61 -0.66 -2.16
H -1.96 0.94 1.73
```


C5H10N2O | ωB97M-V/def2-TZVPD

Summary:
Total charge: 0
Relative energy (zero: lowest compared OMol25 entry of this formula, charge and spin): 1.705 eV
LUMO: 0.70 eV
HOMO-LUMO gap: 10.18 eV
Maximum force: 0.0517 hartree/bohr
HOMO energy: -0.34850 hartree

XYZ file:
```
18
C5H10N2O (ωB97M-V/def2-TZVPD)
H 0.75 1.62 0.67
C 1.51 -0.39 0.38
H -2.40 -0.84 0.56
H -1.15 -0.04 1.52
N 0.29 -2.38 -0.58
H 1.12 -2.93 -0.35
H 2.50 1.49 0.65
N -0.80 0.36 -1.73
C -0.74 -0.20 -0.60
H 1.61 1.36 -0.86
C -1.69 -0.01 0.57
H 2.43 -0.86 0.01
H -2.84 1.32 -0.27
H -1.60 0.98 -1.86
C 1.59 1.11 0.20
C 0.34 -1.17 -0.31
H 1.43 -0.64 1.44
O -2.35 1.24 0.56
```